A single C9H8 molecule, computed with ωB97M-V with the def2-TZVPD basis set.

energy above the lowest of the compared OMol25 structures with the same formula, charge and spin: 109.4 kcal per mole
frontier orbital gap (alpha / beta): 6.2 / 7.1 eV
spin multiplicity: 3
lowest unoccupied orbital energy (alpha / beta): 0.71 / -1.62 eV
M: 116.2 g/mol
net charge: 0

Each line ends with the Löwdin charge.
Geometry (Å):
C  -2.49585  0.28080  -0.82484  -0.006
H  2.70853  -0.31827  1.05801  0.062
C  -1.11509  0.84557  -0.79749  -0.218
H  0.87845  0.72404  -2.02075  0.136
H  1.08990  -1.70250  1.28072  0.086
C  2.40661  0.42271  0.32950  -0.039
C  -0.86299  -1.24402  0.84470  -0.040
C  0.91528  0.11365  0.04853  -0.309
C  -0.98021  1.09196  0.68047  0.158
C  0.45793  -1.04968  0.81382  -0.056
H  -2.64721  -0.39880  -1.68007  0.105
C  0.26282  0.45771  -1.11680  0.012
H  -3.34548  1.07665  -0.60178  0.146
H  2.49458  1.44268  0.74832  0.084
H  3.13493  0.52177  -0.45356  0.060
C  -1.66060  -0.10277  0.42823  -0.284
H  -1.24160  -2.16151  1.26299  0.102